--- a ---
An isolated ion of composition C2H7N3P and charge +1, computed with ωB97M-V with the def2-TZVPD basis set.

CARTESIAN COORDINATES (ANGSTROEM)
N1 1.456 1.483 0.039
N2 0.411 0.724 -0.160
C1 0.568 -0.694 -0.321
C2 -0.874 -1.225 -0.002
P1 -2.046 0.185 -0.348
N3 -0.793 1.210 -0.059
H1 2.269 1.121 0.522
H2 1.402 2.395 0.468
H3 1.425 -0.981 0.328
H4 0.696 -0.804 -1.378
H5 -1.067 -1.830 -0.909
H6 -0.944 -1.828 0.892
H7 -2.503 0.245 0.929

Properties
Kohn-Sham gap: 8.686 eV
HOMO level: -0.52306 hartree
Charge: +1

=====

--- b ---
An isolated ion of composition C2H7N3P and charge +1, computed with ωB97M-V with the def2-TZVPD basis set.

CARTESIAN COORDINATES (ANGSTROEM)
N1 0.132 -1.652 -1.243
C1 0.085 -0.532 -0.545
N2 -0.775 -0.432 0.460
C2 -0.574 0.751 1.354
P1 0.907 1.690 0.631
N3 1.022 0.402 -0.629
H1 0.735 -1.779 -2.039
H2 -0.345 -2.455 -1.071
H3 -1.188 -1.213 0.973
H4 -1.466 1.429 1.381
H5 -0.458 0.478 2.416
H6 0.492 2.658 -0.208
H7 1.432 0.656 -1.480

Properties
Kohn-Sham gap: 9.969 eV
HOMO level: -0.49407 hartree
Charge: +1

=====

Question: of the structures shown, which is the least stable? Reply: a.